# 1
{
  "formula": "C43H46I2N5O3S4Ta",
  "method": "ωB97M-V with the def2-TZVPD basis set",
  "energy_ev": -119992.9063,
  "relative_energy_ev": 0.000,
  "mol_weight_g_mol": 1243.90,
  "charge": 4,
  "symbols": ["Ta", "I", "C", "C", "C", "I", "C", "O", "C", "C", "N", "C", "C", "C", "C", "C", "C", "N", "C", "H", "H", "H", "H", "H", "H", "H", "H", "H", "H", "H", "O", "S", "C", "C", "C", "C", "S", "O", "C", "C", "C", "C", "C", "C", "C", "C", "C", "C", "C", "C", "H", "H", "H", "H", "H", "H", "H", "H", "H", "H", "H", "H", "H", "H", "H", "H", "H", "H", "N", "S", "C", "C", "C", "C", "C", "C", "C", "C", "C", "C", "C", "C", "H", "H", "H", "H", "H", "H", "H", "H", "H", "H", "H", "C", "N", "C", "N", "S", "H", "H", "H", "H", "H", "H"],
  "positions_angstrom": [[0.6856, 0.1560, 0.2104], [-0.5738, 3.7784, 7.0253], [-0.0889, 3.0104, 5.1705], [1.0158, 3.5111, 4.4789], [1.3576, 2.9965, 3.2351], [3.0296, 3.7374, 2.2468], [0.5707, 1.9885, 2.7093], [0.8590, 1.4303, 1.4742], [-0.5451, 1.4747, 3.3630], [-1.4058, 0.4432, 2.6855], [-0.6027, -0.6537, 2.0289], [0.0795, -1.4276, 3.0854], [1.5174, -1.6485, 2.7685], [2.2808, -2.3553, 3.6889], [3.6236, -2.5582, 3.4635], [4.1677, -2.0320, 2.2975], [3.3546, -1.3556, 1.4248], [2.0210, -1.1435, 1.6176], [-0.8623, 1.9895, 4.6116], [1.6122, 4.2993, 4.9180], [-2.0639, -0.0177, 3.4244], [-2.0345, 0.9016, 1.9290], [-1.2887, -1.2683, 1.5882], [0.0159, -0.8860, 4.0314], [-0.4218, -2.3885, 3.2324], [1.8000, -2.7338, 4.5816], [4.2330, -3.1056, 4.1705], [5.2150, -2.1526, 2.0623], [3.7774, -0.9651, 0.5197], [-1.7220, 1.6097, 5.1494], [0.5904, 1.6558, -1.1513], [1.1411, 3.1122, -1.3696], [-0.3687, 4.1220, -1.5036], [-1.4788, 3.6706, -0.5437], [-2.6692, 3.0503, -1.2836], [-2.3193, 1.8312, -2.1420], [-2.4340, 0.2796, -1.2324], [-1.3374, 0.3557, -0.1178], [-1.7549, -0.8337, -2.4343], [-0.6027, -1.5868, -2.2129], [-0.0971, -2.3627, -3.2471], [-0.7447, -2.4135, -4.4715], [-1.9275, -1.7120, -4.6663], [-2.4332, -0.9226, -3.6490], [1.7550, 3.1278, -3.0226], [2.5664, 4.2136, -3.3379], [3.0110, 4.3462, -4.6456], [2.6629, 3.3952, -5.5955], [1.8704, 2.3057, -5.2514], [1.3991, 2.1614, -3.9558], [-0.6647, 4.0958, -2.5526], [-0.0185, 5.1309, -1.2791], [-1.8261, 4.5311, 0.0267], [-1.0836, 2.9611, 0.1860], [-3.1079, 3.7919, -1.9533], [-3.4529, 2.8070, -0.5619], [-1.3261, 1.8731, -2.5857], [-3.0401, 1.6976, -2.9518], [-0.7082, -2.2188, -0.3043], [0.7914, -2.9615, -3.0836], [-0.3428, -3.0305, -5.2631], [-2.4609, -1.7886, -5.6033], [-3.3603, -0.3842, -3.7990], [2.8417, 4.9496, -2.5918], [3.6311, 5.1885, -4.9181], [3.0126, 3.5034, -6.6127], [1.6133, 1.5697, -6.0002], [0.7860, 1.3130, -3.6804], [0.0143, -1.7113, -0.8862], [-2.4148, -3.5826, 0.1187], [-3.7848, -2.4545, 0.2656], [-4.6649, -2.4407, -0.8127], [-5.7052, -1.5220, -0.8434], [-5.8879, -0.6346, 0.2094], [-5.0298, -0.6756, 1.3011], [-3.9765, -1.5782, 1.3290], [-1.9328, -4.0617, 1.7644], [-2.8214, -4.1648, 2.8288], [-2.3706, -4.6577, 4.0454], [-1.0553, -5.0816, 4.1937], [-0.1807, -5.0057, 3.1186], [-0.6115, -4.4795, 1.9083], [0.7673, -2.3941, -0.9917], [-4.5505, -3.1613, -1.6127], [-6.4029, -1.5329, -1.6702], [-6.7228, 0.0523, 0.2010], [-5.2049, -0.0262, 2.1488], [-3.3556, -1.6455, 2.2148], [-3.8631, -3.9018, 2.7064], [-3.0643, -4.7501, 4.8699], [-0.7278, -5.5032, 5.1338], [0.8291, -5.3834, 3.2105], [0.0635, -4.4639, 1.0587], [6.2210, 0.8973, -2.5019], [4.9341, 0.2116, -2.3458], [4.0130, 0.5445, -1.4696], [4.2230, 1.5474, -0.6251], [2.5398, -0.3996, -1.5022], [6.8264, 0.3211, -3.1947], [6.7444, 0.9403, -1.5466], [6.0744, 1.8991, -2.9070], [4.7217, -0.5482, -2.9762], [5.0856, 2.0734, -0.6501], [3.5506, 1.8137, 0.0792]],
  "forces_ev_per_angstrom": [[-0.9, -0.6, -0.1], [0.0, 0.0, 0.1], [0.1, 0.0, -0.1], [-0.1, 0.0, 0.1], [-0.1, 0.0, 0.2], [0.0, 0.0, 0.0], [0.0, -0.3, -0.3], [0.6, 1.1, 0.7], [0.1, 0.1, 0.1], [0.0, 0.0, 0.0], [0.0, 0.1, -0.1], [0.0, -0.1, 0.1], [-0.1, 0.0, 0.0], [-0.1, 0.1, -0.1], [0.0, 0.0, 0.0], [0.0, 0.0, 0.0], [0.0, 0.1, 0.0], [0.1, -0.2, 0.0], [0.1, 0.0, -0.1], [0.0, 0.0, 0.0], [0.0, 0.0, 0.0], [0.0, 0.0, 0.0], [-0.1, 0.0, 0.1], [0.0, 0.0, 0.0], [0.0, 0.1, 0.0], [0.0, 0.0, 0.0], [0.0, 0.0, 0.0], [0.0, 0.0, 0.0], [0.0, 0.0, 0.0], [0.0, 0.0, 0.0], [0.0, 0.3, -0.3], [-0.1, 0.1, 0.2], [0.0, -0.1, -0.1], [0.0, -0.1, 0.0], [0.0, 0.0, 0.0], [0.1, 0.1, 0.0], [0.0, -0.1, 0.2], [0.0, 0.0, -0.4], [0.1, 0.1, -0.1], [0.0, -0.1, 0.0], [-0.1, 0.0, 0.0], [0.0, 0.0, 0.0], [0.0, 0.0, 0.0], [0.1, 0.0, 0.0], [0.0, 0.0, 0.1], [0.0, 0.0, 0.0], [0.0, 0.0, 0.0], [0.0, 0.0, 0.0], [0.0, 0.0, 0.0], [0.0, 0.0, 0.0], [0.0, 0.0, 0.0], [0.1, 0.0, 0.0], [0.0, 0.0, -0.1], [0.0, 0.0, 0.1], [0.0, 0.0, 0.0], [0.0, 0.0, 0.0], [0.0, 0.0, -0.1], [-0.1, 0.0, 0.1], [0.1, 0.0, -0.2], [0.0, 0.0, 0.0], [0.0, 0.0, 0.0], [0.0, 0.0, 0.0], [0.0, 0.0, 0.0], [0.0, 0.0, 0.0], [0.0, 0.0, 0.0], [0.0, 0.0, 0.0], [0.0, 0.0, 0.0], [0.0, 0.0, 0.0], [0.0, -0.4, 0.2], [0.1, 0.1, 0.0], [0.0, 0.0, 0.0], [0.0, 0.0, 0.0], [0.0, 0.0, 0.0], [0.0, 0.0, 0.0], [0.0, 0.0, 0.0], [0.1, 0.0, 0.1], [0.0, 0.0, 0.0], [0.0, 0.0, 0.0], [0.0, 0.0, 0.0], [0.0, 0.0, 0.0], [0.0, 0.0, 0.0], [0.0, -0.1, 0.0], [0.0, 0.0, 0.1], [0.0, 0.0, 0.0], [0.0, 0.0, 0.0], [0.0, 0.0, 0.0], [0.0, 0.0, 0.0], [0.0, 0.0, 0.0], [0.0, 0.0, 0.0], [0.0, 0.0, 0.0], [0.0, 0.0, 0.0], [0.0, 0.0, 0.0], [0.0, 0.0, 0.0], [0.0, 0.0, 0.0], [-0.1, 0.0, 0.0], [-0.1, 0.1, -0.1], [-0.1, 0.0, -0.1], [0.2, -0.2, 0.1], [0.0, 0.0, 0.0], [0.0, 0.0, 0.0], [0.0, 0.0, 0.0], [0.0, 0.0, 0.0], [0.0, 0.0, 0.0], [0.0, 0.0, 0.1]]
}

=====

# 2
{
  "formula": "C43H46N3OP2Se2Zr",
  "method": "ωB97M-V with the def2-TZVPD basis set",
  "energy_ev": -202405.7694,
  "mol_weight_g_mol": 931.95,
  "charge": 1,
  "symbols": ["Zr", "N", "P", "C", "C", "C", "C", "C", "C", "C", "C", "C", "C", "C", "C", "C", "C", "C", "C", "C", "N", "H", "H", "H", "H", "H", "H", "H", "H", "H", "H", "H", "H", "H", "H", "H", "Se", "P", "Se", "C", "C", "C", "C", "C", "C", "C", "C", "C", "C", "C", "C", "H", "H", "H", "H", "H", "H", "H", "H", "H", "H", "C", "C", "C", "C", "N", "H", "H", "H", "H", "H", "H", "H", "H", "H", "C", "C", "C", "C", "C", "C", "C", "O", "C", "C", "C", "H", "H", "H", "H", "H", "H", "H", "H", "H", "H", "H", "H"],
  "positions_angstrom": [[0.0707, -1.0343, -0.0317], [-1.5850, -2.1982, 3.0305], [-1.0045, -0.6607, 2.6616], [-0.7167, 0.0904, 4.2872], [-1.8083, 0.2863, 5.1258], [-1.6368, 0.7544, 6.4235], [-0.3579, 1.0498, 6.8839], [0.7331, 0.8651, 6.0533], [0.5582, 0.3780, 4.7580], [-2.4725, 0.2301, 2.0167], [-2.7577, 1.5782, 2.2571], [-3.6929, 2.2439, 1.4705], [-4.3187, 1.5978, 0.4205], [-3.9893, 0.2772, 0.1448], [-3.0897, -0.4163, 0.9410], [-1.2738, -3.3135, 2.2662], [-1.6732, -4.5833, 2.6874], [-1.2681, -5.6928, 1.9557], [-0.4320, -5.5184, 0.8596], [-0.1524, -4.2206, 0.5035], [-0.5832, -3.1271, 1.1527], [-2.1896, -2.3676, 3.8233], [-2.8090, 0.0711, 4.7578], [-2.5151, 0.9020, 7.0497], [-0.2112, 1.3785, 7.9048], [1.7251, 1.0518, 6.4292], [1.4294, 0.1937, 4.1173], [-2.2487, 2.0926, 3.0531], [-3.9058, 3.2889, 1.6642], [-5.0272, 2.1336, -0.1782], [-4.3944, -0.2311, -0.7249], [-2.8935, -1.4528, 0.7097], [-2.2097, -4.7151, 3.6263], [-1.5101, -6.6959, 2.3107], [-0.0419, -6.3545, 0.2988], [0.4736, -4.0301, -0.3577], [-1.3489, -2.2781, -1.9290], [0.1848, -1.2216, -3.1177], [0.6822, 0.6786, -2.2786], [1.6553, -2.1979, -3.5318], [1.6883, -3.5765, -3.4668], [2.7575, -4.2717, -4.0484], [3.7920, -3.5776, -4.6832], [3.7614, -2.1845, -4.6901], [2.7031, -1.4961, -4.1230], [-0.6712, -1.0282, -4.6836], [-1.1130, 0.2159, -5.0797], [-1.9661, 0.3056, -6.1634], [-2.3241, -0.8349, -6.8506], [-1.8289, -2.0775, -6.4818], [-0.9934, -2.1825, -5.3826], [0.9021, -4.1194, -2.9450], [2.8009, -5.3491, -4.0038], [4.5968, -4.1236, -5.1332], [4.5743, -1.6471, -5.1610], [2.7185, -0.4121, -4.1346], [-0.8810, 1.1073, -4.5192], [-2.3383, 1.2824, -6.4471], [-3.0221, -0.7783, -7.6847], [-2.1093, -2.9642, -7.0491], [-0.6360, -3.1488, -5.0462], [4.0492, -2.3013, -0.8826], [3.1525, -1.7147, 0.2527], [3.4862, -0.2007, 0.4586], [3.2808, -2.5594, 1.5979], [1.7772, -1.7163, -0.1149], [5.1025, -2.3073, -0.6122], [3.9104, -1.7123, -1.7792], [3.7923, -3.3367, -1.0945], [4.5497, 0.0260, 0.5310], [3.0253, 0.1906, 1.3888], [3.0460, 0.3135, -0.4105], [4.3105, -2.7540, 1.8564], [2.7117, -3.4676, 1.4803], [2.8196, -1.9858, 2.4110], [0.1410, 7.6862, 1.1258], [-0.0753, 6.2319, 0.8742], [0.7764, 5.3313, 1.4836], [0.6756, 3.9709, 1.2789], [1.6106, 3.0680, 2.0349], [-0.3182, 3.5030, 0.3959], [-0.4928, 2.0694, 0.2277], [0.2043, 1.1480, 0.6743], [-1.1977, 4.4354, -0.2706], [-2.2025, 3.9832, -1.3007], [-1.0501, 5.7961, -0.0100], [0.8904, 7.8733, 1.8980], [-0.8088, 8.1401, 1.3874], [0.4656, 8.1602, 0.2065], [1.5404, 5.7127, 2.1459], [2.2880, 3.6562, 2.6353], [2.1651, 2.4271, 1.3521], [1.0529, 2.4138, 2.7045], [-1.3469, 1.7664, -0.4044], [-2.7342, 3.1122, -1.0149], [-1.7418, 3.8031, -2.2587], [-2.9481, 4.7694, -1.4547], [-1.7143, 6.4968, -0.5117]],
  "forces_ev_per_angstrom": [[1.7, -0.4, 0.8], [-0.3, -0.3, 0.1], [0.0, 0.4, 0.0], [0.0, -0.1, -0.1], [-0.3, 0.1, 0.3], [-0.2, 0.1, -0.2], [-0.2, -0.2, 0.1], [0.0, -0.2, -0.3], [0.5, 0.0, -0.2], [0.4, 0.0, -0.2], [-0.1, -0.4, -0.2], [0.2, 0.1, 0.4], [0.3, -0.3, 0.2], [-0.2, -0.3, -0.4], [-0.3, 0.6, 0.1], [-0.3, -0.1, 0.5], [0.1, -0.7, 0.1], [0.1, 0.0, 0.8], [-0.4, 0.3, 0.1], [0.5, -0.4, -0.6], [0.1, 0.1, -0.4], [0.1, 0.1, -0.1], [0.1, 0.1, 0.1], [0.3, -0.1, 0.0], [0.0, 0.1, -0.1], [0.2, 0.1, 0.0], [-0.3, 0.1, 0.3], [0.1, 0.2, 0.2], [0.0, 0.0, 0.1], [-0.3, 0.1, -0.3], [-0.2, 0.1, 0.1], [0.1, -0.2, 0.0], [0.0, 0.1, -0.3], [-0.1, 0.3, -0.1], [0.0, 0.1, 0.0], [0.0, 0.1, 0.0], [0.3, -0.1, -0.4], [-0.2, -0.4, -0.4], [0.0, 0.0, 0.1], [-0.2, 0.4, 0.0], [0.3, -0.7, 0.0], [0.1, 0.5, 0.0], [-1.0, 0.2, 0.6], [0.2, -0.3, -0.2], [0.2, 0.0, -0.2], [0.4, 0.0, 0.3], [-0.4, 0.1, -0.1], [0.0, 0.3, -0.1], [-0.5, -0.1, -0.6], [0.1, -0.3, 0.0], [-0.3, 0.0, -0.3], [0.0, 0.1, -0.2], [-0.1, -0.1, 0.0], [0.3, -0.1, -0.2], [0.0, 0.1, 0.0], [-0.1, 0.0, 0.0], [0.2, 0.0, 0.1], [-0.1, -0.1, -0.1], [0.2, 0.1, 0.1], [0.1, 0.2, 0.2], [0.0, 0.0, -0.1], [-0.4, 0.1, 0.8], [0.9, -0.1, 0.6], [0.0, -0.3, 0.2], [-0.3, 1.4, -1.0], [-2.0, 0.5, 0.5], [0.1, 0.2, 0.1], [0.0, 0.1, -0.2], [-0.3, -0.1, 0.0], [0.1, -0.1, -0.1], [0.0, -0.3, -0.5], [0.3, 0.1, 0.3], [0.3, -0.2, 0.0], [0.0, -0.5, 0.0], [0.0, 0.0, -0.1], [-0.2, 0.1, 0.0], [0.5, 0.4, 0.0], [0.0, -0.1, 0.1], [0.1, 0.0, 0.2], [-0.3, -0.1, -0.3], [-0.3, -0.1, 0.1], [-0.9, 0.4, -0.8], [0.2, 0.2, 0.3], [0.6, -0.5, 0.2], [0.0, 1.2, 0.2], [-0.4, -1.0, -0.2], [-0.2, 0.0, -0.1], [-0.1, 0.3, 0.2], [0.1, 0.2, -0.2], [0.1, 0.0, 0.1], [0.2, 0.2, 0.1], [0.1, 0.0, 0.1], [0.0, -0.1, 0.0], [0.1, 0.2, 0.1], [-0.4, -0.9, 0.3], [0.3, -0.1, -0.3], [0.1, 0.0, 0.0], [0.2, 0.0, 0.1]]
}

=====

Gap between HOMO and LUMO (eV)
5.8; 7.2